Record 1
Below is a structure of composition C11H23B2CrF8O10 in a non-equilibrium geometry, with properties calculated with ωB97M-V with the def2-TZVPD basis set.

```
55
Properties=species:S:1:pos:R:3:mulliken_spin:R:1
Cr -0.090 0.378 1.263 3.92
C 2.975 2.586 1.164 0.00
C 1.611 3.260 1.252 0.00
O 0.568 2.359 1.639 -0.01
H 3.781 3.309 1.030 0.00
H 2.920 1.903 0.317 0.00
H 3.250 2.031 2.061 0.00
H 1.362 3.840 0.364 0.00
H 1.684 3.990 2.059 0.00
B 0.151 -0.711 3.729 0.02
F 1.164 -0.298 3.013 0.02
F 0.353 -0.496 5.056 0.00
F -0.920 -0.021 3.246 0.01
F -0.046 -2.082 3.451 0.00
B -3.106 1.977 1.950 0.00
F -2.156 1.148 1.377 0.01
F -3.075 3.172 1.287 0.00
F -4.347 1.448 2.042 0.00
F -2.643 2.249 3.184 0.00
C -1.176 3.495 -1.688 0.00
O -1.659 2.311 -2.390 0.00
C -1.371 1.081 -1.854 0.02
O -0.818 0.873 -0.756 0.03
O -1.870 0.087 -2.604 0.00
C -2.484 0.267 -3.886 0.00
H -1.710 4.291 -2.208 0.00
H -0.119 3.667 -1.890 0.00
H -1.388 3.528 -0.620 0.00
H -1.753 0.325 -4.692 0.00
H -3.086 1.173 -3.808 0.00
H -3.122 -0.579 -4.140 0.00
C 3.979 -1.494 0.215 0.00
O 3.240 -1.448 -1.037 0.00
C 1.946 -0.990 -1.004 0.00
O 1.422 -0.425 -0.043 -0.01
O 1.263 -1.381 -2.170 0.00
C 1.933 -1.769 -3.323 0.00
H 4.767 -2.196 -0.060 0.00
H 3.388 -1.912 1.030 0.00
H 4.389 -0.518 0.475 0.00
H 1.434 -1.702 -4.290 0.00
H 2.287 -2.799 -3.271 0.00
H 2.774 -1.078 -3.380 0.00
C -3.455 -1.818 0.053 0.00
O -2.591 -2.907 0.409 0.00
C -1.361 -2.628 0.745 0.02
O -0.882 -1.465 0.931 -0.05
O -0.678 -3.866 0.896 0.00
C 0.728 -3.921 1.186 0.00
H -4.438 -2.234 -0.169 0.00
H -2.975 -1.293 -0.773 0.00
H -3.377 -0.943 0.698 0.00
H 0.911 -4.897 1.637 0.00
H 1.077 -3.245 1.967 0.00
H 1.340 -3.632 0.331 0.00
```

DFT total energy ... -83782.1645 eV
Multiplicity ... 5
Total charge ... -1
<S²> ... 6.01
ΔE to the lowest compared entry with this formula, charge and spin ... 0.689 eV

---

Record 2
Below is a cluster of 8 separate species, C10H39BN13O7 in total in a non-equilibrium geometry, with properties calculated with ωB97M-V with the def2-TZVPD basis set.

```
70
Properties=species:S:1:pos:R:3:mulliken_charge:R:1
B -29.980 -5.744 6.410 4.19
H -30.607 -5.304 5.650 0.04
H -29.887 -5.058 7.238 -1.34
H -30.539 -6.618 6.708 -1.37
H -29.040 -6.030 5.964 -0.44
C -35.067 -5.743 7.674 -1.47
C -34.056 -6.148 6.648 1.17
C -34.570 -6.470 5.204 -0.38
O -35.300 -7.737 5.203 -0.38
C -35.227 -8.477 4.041 -0.74
N -33.123 -4.998 6.584 -0.68
H -35.723 -6.568 7.953 0.37
H -35.811 -5.014 7.352 0.31
H -34.642 -5.277 8.563 0.43
H -33.412 -6.980 6.932 -0.33
H -33.710 -6.628 4.553 0.07
H -35.250 -5.749 4.750 0.35
H -35.716 -7.823 3.319 0.33
H -35.892 -9.340 4.020 0.26
H -34.206 -8.787 3.818 0.27
H -32.896 -4.937 7.567 0.53
H -32.233 -5.186 6.145 -0.22
C -27.089 -5.010 8.562 -0.21
O -26.061 -4.819 9.249 -0.83
N -27.390 -6.160 8.028 0.23
N -27.819 -4.092 8.154 0.00
H -26.599 -6.767 8.188 0.24
H -27.916 -6.123 7.166 -0.16
H -27.835 -3.140 8.492 0.24
H -28.674 -4.359 7.687 -0.42
C -24.510 -4.497 5.913 0.39
O -23.567 -4.717 5.177 -0.71
N -24.376 -4.071 7.148 -0.26
N -25.757 -4.548 5.568 -0.33
H -23.438 -3.750 7.344 0.17
H -25.011 -4.200 7.922 0.30
H -26.015 -4.744 4.612 0.15
H -26.463 -4.581 6.289 0.51
C -31.003 -9.596 7.782 0.41
O -31.011 -10.696 8.363 -0.77
N -31.765 -9.187 6.847 -0.04
N -30.194 -8.614 8.144 -0.03
H -31.477 -8.351 6.359 -0.22
H -32.574 -9.687 6.505 0.16
H -29.551 -8.732 8.915 0.25
H -29.974 -7.801 7.587 -0.06
C -31.423 -3.929 9.594 0.44
O -31.748 -3.622 10.769 -0.76
N -31.395 -5.132 9.154 0.18
N -31.107 -3.168 8.574 -0.12
H -31.512 -5.913 9.783 0.19
H -30.971 -5.247 8.244 -0.07
H -31.288 -2.195 8.779 0.20
H -30.852 -3.544 7.672 0.30
C -31.137 -5.802 2.579 0.36
O -31.555 -5.872 1.444 -0.75
N -30.199 -6.406 3.192 -0.20
N -31.792 -5.123 3.454 -0.25
H -29.586 -6.937 2.590 0.18
H -30.028 -6.332 4.184 0.25
H -32.643 -4.668 3.156 0.16
H -31.396 -5.071 4.381 -0.85
C -27.588 -9.164 6.045 0.65
O -27.203 -8.850 7.109 -0.61
N -27.629 -10.363 5.566 -0.43
N -28.082 -8.323 5.218 -0.21
H -28.310 -10.468 4.827 0.12
H -27.244 -11.168 6.038 0.25
H -28.507 -8.686 4.377 0.19
H -28.332 -7.411 5.574 -0.20
```

DFT total energy ... -45384.8004 eV
Total charge ... -1